Formula: C36H53N7O6
Source: the OMol25 dataset
Level of theory: ωB97M-V/def2-TZVPD

Each line ends with the Mulliken charge.
Element x y z (Å)
O1 -13.7383 -25.4352 -11.2161  -0.55
C1 -14.5099 -25.9475 -11.9948  0.67
O2 -14.2926 -25.9189 -13.3117  -0.33
C2 -15.4254 -26.5931 -13.9656  -0.31
C3 -16.4380 -26.7822 -12.8559  -0.25
O3 -15.7073 -26.4659 -11.6891  -0.31
H1 -15.8875 -25.9549 -14.7188  0.28
H2 -15.0252 -27.5694 -14.2392  0.28
H3 -16.7046 -27.8386 -12.8868  0.25
H4 -17.3559 -26.2452 -13.0952  0.28
O4 -23.1013 -26.5756 -13.8468  -0.56
C4 -23.8536 -27.5892 -13.6792  0.62
O5 -23.4221 -28.8994 -13.3231  -0.29
C5 -24.5229 -29.4142 -12.6110  -0.30
C6 -25.6930 -28.7954 -13.3756  -0.35
O6 -25.1897 -27.5443 -13.7726  -0.28
H5 -24.5854 -30.5011 -12.5575  0.32
H6 -24.5760 -29.1468 -11.5556  0.26
H7 -26.6040 -28.7147 -12.7825  0.30
H8 -25.9521 -29.3553 -14.2742  0.26
C7 -8.2082 -29.7914 -6.9776  -0.25
C8 -9.2171 -29.0743 -6.3409  -0.39
C9 -8.9410 -28.6962 -4.9772  -0.11
N1 -7.8075 -29.0683 -4.2887  -0.56
C10 -6.9559 -29.9236 -4.9092  -0.15
C11 -7.1926 -30.3558 -6.2137  -0.26
H9 -8.1992 -30.1021 -8.0119  0.35
H10 -10.0470 -28.7156 -6.9316  0.36
H11 -9.7316 -28.1226 -4.5163  0.34
H12 -6.1740 -30.4072 -4.3425  0.34
H13 -6.6583 -31.1788 -6.6651  0.32
C12 -9.7700 -19.7169 -18.9954  -0.18
C13 -10.4358 -18.7542 -19.7593  -0.27
C14 -11.8158 -18.5702 -19.5929  -0.18
N2 -12.6182 -19.2756 -18.7223  -0.54
C15 -11.9694 -20.2377 -18.0122  -0.13
C16 -10.5677 -20.4937 -18.0961  -0.43
H14 -8.7362 -19.8221 -19.2900  0.35
H15 -9.6826 -18.1250 -20.2100  0.32
H16 -12.2392 -17.7572 -20.1639  0.34
H17 -12.5966 -20.8385 -17.3703  0.37
H18 -10.1535 -21.3425 -17.5722  0.34
C17 -19.1477 -30.3817 -21.8255  -1.11
C18 -19.3127 -30.0288 -20.3534  -0.37
C19 -19.4037 -28.5644 -19.9657  -0.54
C20 -20.4969 -27.8028 -20.5298  0.26
N3 -21.3661 -27.3247 -21.0539  -0.38
H19 -18.9467 -31.4520 -21.7792  0.30
H20 -18.2584 -29.9821 -22.3128  0.33
H21 -19.9257 -30.1459 -22.5516  0.35
H22 -18.5128 -30.4423 -19.7392  0.31
H23 -20.2517 -30.4961 -20.0567  0.27
H24 -18.4720 -28.0713 -20.2429  0.28
H25 -19.3667 -28.4696 -18.8805  0.31
C21 -13.0210 -38.5539 -17.2012  -1.16
C22 -12.8386 -37.2544 -16.2787  -0.39
C23 -14.0697 -36.3483 -16.2702  -0.34
C24 -13.9882 -35.2312 -15.3386  0.11
N4 -13.8672 -34.3139 -14.5965  -0.44
H26 -13.9164 -39.1325 -16.9741  0.33
H27 -12.1854 -39.2519 -17.1491  0.34
H28 -13.1519 -38.3355 -18.2610  0.31
H29 -12.0422 -36.6075 -16.6468  0.29
H30 -12.4090 -37.5342 -15.3168  0.37
H31 -14.9819 -36.8230 -15.9087  0.28
H32 -14.3605 -35.9399 -17.2380  0.31
C25 -18.9826 -24.1290 -6.5958  -1.08
C26 -20.0947 -25.1494 -6.8443  -0.47
C27 -21.1588 -24.5319 -7.8186  -0.53
C28 -21.8279 -23.2593 -7.3291  0.26
N5 -22.4040 -22.3114 -7.0294  -0.40
H33 -18.7015 -23.5785 -7.4936  0.32
H34 -18.0609 -24.5527 -6.1970  0.33
H35 -19.2593 -23.4232 -5.8126  0.33
H36 -20.7283 -25.4094 -5.9963  0.29
H37 -19.7866 -26.1567 -7.1245  0.34
H38 -21.9749 -25.2154 -8.0530  0.31
H39 -20.5571 -24.3940 -8.7170  0.30
C29 -6.9894 -32.8260 -14.0335  -1.17
C30 -8.2314 -32.0545 -14.4615  -0.30
C31 -7.8011 -31.0705 -15.6433  -0.48
C32 -8.9380 -30.3899 -16.2240  0.16
N6 -9.7741 -29.7867 -16.7624  -0.42
H40 -6.2610 -32.0759 -13.7257  0.31
H41 -6.4238 -33.2918 -14.8404  0.33
H42 -7.1224 -33.4792 -13.1711  0.33
H43 -8.7064 -31.5351 -13.6291  0.31
H44 -9.0187 -32.6759 -14.8881  0.31
H45 -7.2502 -31.6632 -16.3735  0.28
H46 -7.0728 -30.2844 -15.4443  0.33
C33 -12.4274 -20.0042 -2.0131  -1.14
C34 -12.1317 -20.3426 -3.5341  -0.41
C35 -13.4262 -20.7122 -4.2526  -0.42
C36 -14.2768 -19.6481 -4.4913  0.26
N7 -15.0484 -18.7876 -4.5953  -0.45
H47 -12.7795 -20.8828 -1.4725  0.33
H48 -13.0482 -19.1242 -1.8451  0.34
H49 -11.4864 -19.7639 -1.5183  0.33
H50 -11.4713 -21.2090 -3.4986  0.27
H51 -11.5696 -19.5990 -4.0991  0.35
H52 -14.0497 -21.3000 -3.5790  0.21
H53 -13.3357 -21.2996 -5.1663  0.34

As for the energy: -60901.537 eV. The value obtained for the lowest unoccupied orbital energy is 0.22 eV. As for the structure (SMILES): O=C1OCCO1.O=C1OCCO1.c1ccncc1.c1ccncc1.CCCC#N.CCCC#N.CCCC#N.CCCC#N.CCCC#N. Its energy above the lowest of the compared OMol25 structures with the same formula, charge and spin is 50.4 kJ/mol. As for the HOMO-LUMO gap: 9.70 eV.

---

Formula: C36H54AsN5O3PV
Source: the OMol25 dataset
Level of theory: ωB97M-V/def2-TZVPD

Each line ends with the Löwdin spin population.
Element x y z (Å)
V1 -0.5068 1.8044 0.1649  1.89
N1 4.5019 1.0049 0.0233  0.00
C1 3.4382 1.7351 -0.3393  0.00
N2 2.3713 1.8780 0.3696  0.00
C2 2.3060 1.2741 1.6080  0.00
N3 1.2581 1.5011 2.3392  0.00
N4 0.3480 2.2889 1.7926  -0.02
C3 -0.0618 3.3521 2.3975  0.04
C4 -0.8110 4.2567 1.5703  0.01
C5 -1.4775 5.4036 2.0051  0.01
C6 -2.0420 6.2410 1.0582  0.01
C7 -1.9000 5.9260 -0.2887  0.01
C8 -1.2355 4.7604 -0.6351  0.01
N5 -0.7199 3.9401 0.2634  0.00
C9 3.3979 0.4537 2.0757  0.00
C10 3.3905 -0.2041 3.3090  0.00
C11 4.4636 -0.9827 3.6798  0.00
C12 5.5597 -1.1198 2.8308  0.00
C13 5.5909 -0.4762 1.6105  0.00
C14 4.5162 0.3211 1.2300  0.00
H1 5.3192 0.9501 -0.5718  0.00
H2 3.4831 2.2425 -1.2962  0.00
H3 0.2517 3.6027 3.4072  0.00
H4 -1.5548 5.6138 3.0598  0.00
H5 -2.5731 7.1306 1.3597  0.00
H6 -2.3035 6.5717 -1.0515  0.00
H7 -1.1087 4.4743 -1.6762  0.00
H8 2.5362 -0.0836 3.9541  0.00
H9 4.4622 -1.4847 4.6356  0.00
H10 6.3960 -1.7286 3.1353  0.00
H11 6.4407 -0.5912 0.9551  0.00
C15 -1.8937 2.7929 -3.6654  0.00
As1 -0.1293 2.1586 -3.0931  0.01
C16 0.3682 0.6785 -4.2643  0.00
C17 1.1824 3.5499 -3.4912  0.00
O1 0.1373 1.6095 -1.5474  0.03
H12 -2.1243 2.3007 -4.6115  0.00
H13 -1.8553 3.8705 -3.8314  0.00
H14 -2.6603 2.5582 -2.9302  0.00
H15 0.8149 1.0781 -5.1767  0.00
H16 -0.5049 0.0785 -4.5252  0.00
H17 1.0984 0.0505 -3.7485  0.00
H18 0.9745 3.9769 -4.4718  0.00
H19 2.1693 3.0847 -3.5052  0.00
H20 1.1606 4.3282 -2.7292  0.00
O2 -2.1722 1.7396 1.4340  0.00
C18 -2.8834 2.0148 0.4608  0.01
O3 -2.3755 2.1515 -0.6681  0.00
H21 -3.9751 2.1413 0.5782  0.00
C19 -1.1601 -2.7891 4.2361  0.00
C20 -2.0869 -1.5973 4.0094  0.00
C21 -2.2889 -1.3146 2.5120  0.00
C22 -1.0045 -1.6379 1.7302  0.00
C23 0.2005 -1.3837 2.6304  0.00
C24 0.2495 -2.4763 3.7056  0.00
P1 -0.8708 -0.7556 0.0999  -0.01
C25 -2.5272 -1.1641 -0.6893  0.00
C26 -2.6883 -0.5239 -2.0751  0.00
C27 -3.8829 -1.1349 -2.8063  0.00
C28 -3.5776 -2.5863 -3.1888  0.00
C29 -2.6818 -3.2597 -2.1414  0.00
C30 -2.9136 -2.6589 -0.7572  0.00
C31 0.3619 -1.7385 -0.9320  0.00
C32 0.4777 -3.2581 -0.6870  0.00
C33 1.7570 -3.6350 0.0528  0.00
C34 2.9980 -3.2647 -0.7658  0.00
C35 2.7494 -2.0040 -1.6028  0.00
C36 1.7525 -1.0973 -0.8856  0.00
H22 -1.5725 -3.6708 3.7405  0.00
H23 -1.1157 -3.0166 5.3012  0.00
H24 -1.6618 -0.7187 4.4955  0.00
H25 -3.0539 -1.7899 4.4707  0.00
H26 -2.5630 -0.2640 2.3873  0.00
H27 -3.1053 -1.9312 2.1338  0.00
H28 -1.0048 -2.7055 1.4866  0.00
H29 0.0925 -0.3968 3.0817  0.00
H30 1.1337 -1.3841 2.0638  0.00
H31 0.9004 -2.1532 4.5199  0.00
H32 0.6927 -3.3790 3.2796  0.00
H33 -3.2361 -0.6684 -0.0108  0.00
H34 -1.7899 -0.6784 -2.6842  0.00
H35 -2.8365 0.5501 -1.9612  0.00
H36 -4.1060 -0.5585 -3.7057  0.00
H37 -4.7694 -1.0872 -2.1704  0.00
H38 -3.0760 -2.6130 -4.1578  0.00
H39 -4.5124 -3.1365 -3.2918  0.00
H40 -1.6346 -3.1518 -2.4217  0.00
H41 -2.8981 -4.3277 -2.1105  0.00
H42 -2.3868 -3.2416 -0.0044  0.00
H43 -3.9779 -2.7460 -0.5314  0.00
H44 -0.0228 -1.5867 -1.9496  0.00
H45 0.4894 -3.7704 -1.6507  0.00
H46 -0.3761 -3.6510 -0.1415  0.00
H47 1.7531 -4.7077 0.2457  0.00
H48 1.7854 -3.1327 1.0186  0.00
H49 3.2697 -4.0894 -1.4238  0.00
H50 3.8365 -3.1004 -0.0872  0.00
H51 2.3471 -2.2793 -2.5806  0.00
H52 3.6910 -1.4809 -1.7782  0.00
H53 1.7051 -0.1083 -1.3509  0.00
H54 2.0757 -0.9619 0.1483  0.00

The expectation value of S² is 2.0154. As for the energy: -147606.480 eV. The value obtained for the lowest unoccupied orbital energy (alpha / beta) is -6.00 / -6.28 eV. Its net charge is +2. The spin multiplicity is 3. Its energy above the lowest of the compared OMol25 structures with the same formula, charge and spin is 81.3 kJ/mol. As for the HOMO-LUMO gap (alpha / beta): 7.49 / 7.18 eV.

---

> Look up the energy of the second one.

-147606.480 eV

---

> Among the records above, which one has the lowest energy?

C36H54AsN5O3PV

---

> Which of these has the lowest energy?

C36H54AsN5O3PV